1.
The following is a DFT calculation (the ωB97M-V functional and the def2-TZVPD basis) of a molecular structure, C41H50LuN8O2SSi2 at a distorted geometry.

Each line ends with the Mulliken charge.
CARTESIAN COORDINATES (ANGSTROEM)
Lu  0.91  1.25  0.08  1.532
O  -0.05  3.25  0.57  -0.506
N  0.24  4.49  0.92  0.401
C  -0.70  5.21  1.57  -0.200
C  -0.48  6.50  1.96  -0.789
C  0.75  7.10  1.68  -0.398
C  1.71  6.35  1.03  -1.021
C  1.47  5.02  0.67  0.422
S  2.67  4.03  -0.03  -0.366
H  -1.63  4.68  1.75  0.441
H  -1.26  7.04  2.48  0.456
H  0.95  8.11  1.97  0.416
H  2.69  6.76  0.82  0.454
C  -8.75  -9.40  0.95  -0.827
O  -8.80  -8.22  0.18  -0.458
C  -7.78  -7.33  0.23  0.872
C  -6.64  -7.49  1.01  -0.684
C  -5.65  -6.52  0.98  -0.740
C  -5.77  -5.38  0.19  0.407
C  -6.93  -5.23  -0.59  -0.491
C  -7.91  -6.19  -0.57  -0.623
C  -4.76  -4.35  0.15  0.294
N  -4.81  -3.27  -0.61  -0.850
C  -3.67  -2.58  -0.35  0.957
C  -2.90  -3.26  0.59  0.209
N  -3.61  -4.38  0.90  -0.138
C  -1.65  -2.80  1.06  0.536
C  -0.87  -3.48  1.99  -0.669
C  0.35  -2.93  2.35  -1.619
C  0.73  -1.72  1.78  -0.674
N  0.02  -1.04  0.89  0.067
C  -1.18  -1.57  0.51  -0.207
C  -1.96  -0.84  -0.45  -0.510
N  -1.45  0.34  -0.92  0.386
C  -2.21  1.00  -1.79  -0.154
C  -3.44  0.58  -2.27  -1.358
C  -3.95  -0.62  -1.82  -0.556
C  -3.21  -1.34  -0.89  0.280
H  -9.67  -9.93  0.73  0.243
H  -8.70  -9.18  2.02  0.338
H  -7.89  -10.02  0.67  0.338
H  -6.51  -8.36  1.63  0.407
H  -4.77  -6.68  1.60  0.229
H  -7.02  -4.35  -1.20  0.498
H  -8.80  -6.08  -1.17  0.434
H  -3.35  -5.09  1.57  0.193
H  -1.21  -4.42  2.40  0.415
H  0.99  -3.42  3.06  0.545
H  1.68  -1.28  2.06  0.798
H  -1.80  1.94  -2.15  0.203
H  -3.97  1.19  -2.99  0.474
H  -4.90  -1.01  -2.16  0.650
C  1.79  3.36  3.58  -1.365
Si  1.82  1.60  2.73  0.501
C  1.18  0.47  4.19  -1.417
C  3.74  1.22  2.65  0.401
C  4.49  1.59  3.77  -0.588
C  5.85  1.36  3.85  -0.816
C  6.49  0.74  2.81  -0.910
C  5.77  0.37  1.69  -0.423
C  4.40  0.60  1.57  0.243
Si  3.50  0.08  -0.07  1.356
C  3.52  -1.88  0.03  -1.512
C  4.99  0.28  -1.35  -2.169
H  2.10  3.30  4.62  0.569
H  0.80  3.81  3.56  0.301
H  2.47  4.05  3.08  0.330
H  1.39  0.91  5.16  0.457
H  1.64  -0.51  4.17  0.357
H  0.10  0.33  4.13  0.381
H  4.00  2.07  4.60  0.291
H  6.39  1.66  4.73  0.411
H  7.56  0.54  2.85  0.422
H  6.30  -0.11  0.88  0.339
H  4.46  -2.30  -0.30  0.500
H  2.73  -2.31  -0.59  0.397
H  3.36  -2.24  1.04  0.391
H  5.74  -0.48  -1.15  0.611
H  5.50  1.24  -1.26  0.593
H  4.70  0.13  -2.39  0.357
N  4.31  3.33  -2.52  0.148
C  2.98  2.87  -3.00  1.509
C  2.99  1.79  -4.06  -1.357
C  1.55  1.24  -4.15  -0.099
N  1.23  0.53  -2.90  -0.392
C  0.54  2.36  -4.42  -1.372
C  0.69  3.58  -3.51  0.040
N  0.30  3.28  -2.13  0.036
C  2.15  4.05  -3.51  -1.531
H  4.82  2.51  -2.13  0.145
H  4.11  3.98  -1.72  0.283
H  4.85  3.79  -3.25  0.411
H  2.49  2.45  -2.11  -0.766
H  3.66  0.99  -3.78  0.285
H  3.29  2.18  -5.04  0.414
H  1.51  0.55  -5.01  0.545
H  1.84  -0.27  -2.83  0.206
H  0.28  0.17  -2.98  0.194
H  -0.47  1.96  -4.29  0.425
H  0.64  2.67  -5.45  0.476
H  0.08  4.39  -3.94  0.409
H  -0.69  3.45  -2.01  0.496
H  0.77  3.96  -1.53  -0.505
H  2.25  4.91  -2.85  0.425
H  2.46  4.34  -4.51  0.505

The spin multiplicity is 1. As for the HOMO energy: -8.5 eV. As for the charge: +1. The orbital gap is 5.5 eV.



2.
The following is a DFT calculation (the ωB97M-V functional and the def2-TZVPD basis) of 6 unconnected molecules or ions with the total composition C42H55BBrF5O24P2 at a distorted geometry.

Each line ends with the Mulliken charge.
CARTESIAN COORDINATES (ANGSTROEM)
C  -3.40  2.12  -10.04  -1.558
C  -2.84  1.94  -8.62  0.068
C  -1.62  1.01  -8.58  -0.667
C  -0.28  1.68  -8.26  -1.020
C  -0.24  2.45  -6.94  -0.197
C  0.20  1.56  -5.75  -0.306
C  -0.73  1.70  -4.54  -0.264
C  -0.03  1.62  -3.19  -0.876
C  0.33  0.17  -2.76  -0.463
C  0.02  -0.11  -1.34  0.158
C  -1.22  -0.22  -0.86  0.724
C  -2.48  -0.06  -1.65  -1.179
C  -3.16  1.31  -1.39  -0.519
C  -4.50  1.16  -0.71  0.210
O  -5.40  0.57  -1.23  -0.584
O  -4.68  1.72  0.49  -0.515
C  -1.40  -0.51  0.58  -0.651
O  -2.32  -0.05  1.20  -0.566
C  -0.35  -1.38  1.21  0.761
C  -0.65  -2.29  2.24  0.430
P  -2.33  -2.51  2.96  -0.209
P  -2.55  -0.95  4.46  0.919
O  -3.38  0.17  3.98  -0.590
O  -3.20  -1.62  5.76  -0.546
O  -1.10  -0.50  4.95  -0.031
C  0.38  -3.12  2.76  2.399
C  0.02  -4.11  3.84  -2.168
C  1.69  -3.01  2.23  -0.468
C  2.83  -3.85  2.75  -0.679
Br  3.12  -3.48  4.65  0.031
C  2.68  -5.36  2.39  -0.306
C  3.11  -6.36  3.44  -1.434
C  1.98  -2.08  1.20  -0.164
B  3.46  -2.02  0.59  1.070
O  4.22  -0.90  0.57  -0.511
O  4.02  -3.16  0.06  -0.521
C  5.39  -3.37  0.40  -0.896
C  0.95  -1.27  0.70  -0.013
C  1.14  -0.26  -0.37  -0.394
O  2.10  0.46  -0.47  -0.703
H  -4.35  2.65  -9.97  0.358
H  -3.58  1.17  -10.52  0.408
H  -2.74  2.73  -10.66  0.340
H  -2.64  2.93  -8.22  0.080
H  -3.65  1.50  -8.04  0.271
H  -1.53  0.54  -9.56  0.496
H  -1.83  0.21  -7.86  0.307
H  0.48  0.90  -8.25  0.309
H  -0.05  2.37  -9.07  0.439
H  0.50  3.23  -7.07  0.408
H  -1.18  2.95  -6.72  -0.135
H  1.19  1.91  -5.46  0.186
H  0.29  0.53  -6.09  0.359
H  -1.56  0.98  -4.61  0.111
H  -1.19  2.68  -4.61  0.264
H  -0.70  2.03  -2.44  0.242
H  0.86  2.25  -3.18  0.696
H  1.39  0.04  -2.96  -0.214
H  -0.18  -0.52  -3.43  0.707
H  -3.20  -0.81  -1.33  0.683
H  -2.31  -0.23  -2.71  0.506
H  -3.28  1.88  -2.31  0.396
H  -2.50  1.91  -0.77  0.456
H  -3.86  2.11  0.81  0.378
H  -3.23  -2.07  1.99  0.005
H  -4.16  -1.64  5.60  0.330
H  -1.23  0.03  5.76  0.131
H  -0.36  -3.61  4.72  0.323
H  -0.80  -4.72  3.47  0.593
H  0.82  -4.78  4.11  0.023
H  3.76  -3.55  2.31  -0.136
H  3.23  -5.53  1.47  0.522
H  1.63  -5.52  2.16  0.274
H  2.42  -6.44  4.27  0.270
H  3.16  -7.35  2.97  0.443
H  4.11  -6.16  3.82  0.320
H  3.80  -0.16  1.01  0.296
H  6.06  -2.88  -0.31  0.260
H  5.64  -2.99  1.39  0.351
H  5.61  -4.43  0.37  0.295
O  5.23  -1.02  5.35  -0.490
C  4.34  -0.34  5.72  0.494
O  3.37  0.15  4.92  -0.278
C  2.37  0.75  5.76  0.282
C  3.16  1.06  7.01  0.328
F  2.38  0.94  8.12  -0.247
O  4.13  0.03  7.02  -0.373
H  1.58  0.02  5.94  -0.046
H  1.94  1.63  5.30  0.054
H  3.64  2.03  7.01  0.305
O  -0.77  -4.01  7.65  -0.481
C  0.00  -3.35  8.27  0.467
O  0.96  -2.57  7.72  -0.057
C  1.59  -1.83  8.78  -0.303
C  1.30  -2.69  9.98  0.281
F  1.14  -1.96  11.11  -0.297
O  0.06  -3.28  9.63  -0.357
H  1.13  -0.85  8.86  0.220
H  2.66  -1.71  8.58  0.235
H  2.03  -3.48  10.17  0.282
O  -3.19  4.10  -5.55  -0.496
C  -4.29  4.33  -5.91  0.613
O  -4.68  5.47  -6.54  -0.338
C  -6.04  5.30  -6.95  -0.448
C  -6.53  4.23  -6.00  0.325
F  -7.46  3.43  -6.58  -0.286
O  -5.35  3.49  -5.76  -0.284
H  -6.07  4.96  -7.99  0.268
H  -6.59  6.24  -6.87  0.274
H  -6.92  4.61  -5.06  0.290
O  2.51  -0.96  -6.48  -0.514
C  3.35  -0.51  -5.79  0.491
O  4.59  -0.14  -6.20  -0.343
C  5.26  0.50  -5.11  -0.461
C  4.52  -0.07  -3.92  0.299
F  4.44  0.81  -2.89  -0.310
O  3.22  -0.28  -4.45  -0.121
H  5.13  1.58  -5.18  0.289
H  6.32  0.26  -5.11  0.314
H  4.91  -1.02  -3.54  0.288
O  1.24  3.68  6.48  -0.490
C  0.08  3.53  6.33  0.570
O  -0.78  4.43  5.81  -0.352
C  -2.06  3.80  5.66  -0.329
C  -1.97  2.68  6.67  0.285
F  -2.65  1.57  6.28  -0.224
O  -0.58  2.38  6.67  -0.219
H  -2.16  3.41  4.65  0.230
H  -2.86  4.50  5.87  0.295
H  -2.28  2.95  7.68  0.239

The spin multiplicity is 1. As for the HOMO energy: -8.7 eV. The orbital gap is 8.0 eV.



3.
The following is a DFT calculation (the ωB97M-V functional and the def2-TZVPD basis) of a molecular structure, C23H31Cl2N4O3Rh at a distorted geometry.

Each line ends with the Mulliken charge.
CARTESIAN COORDINATES (ANGSTROEM)
O  -0.58  0.78  -1.30  0.116
C  -1.45  1.61  -1.76  -0.645
C  -1.14  2.02  -3.19  0.267
C  0.13  2.56  -3.38  -0.199
H  0.82  2.62  -2.52  0.465
C  0.48  2.98  -4.66  -0.714
H  1.42  3.53  -4.77  0.396
C  -0.35  2.71  -5.76  -0.414
H  -0.05  3.06  -6.75  0.380
C  -1.53  1.99  -5.55  -0.671
H  -2.13  1.74  -6.41  0.400
C  -1.93  1.62  -4.27  -0.371
H  -2.80  0.99  -4.12  0.430
H  -2.85  1.67  -2.02  -0.118
C  -2.20  3.18  0.07  -1.045
C  -2.59  1.99  -0.86  1.861
H  -2.60  2.94  1.09  0.357
H  -2.61  4.19  -0.24  0.268
H  -1.09  3.16  0.17  0.175
C  -3.05  0.81  -0.21  -0.599
C  -4.05  0.78  0.88  -1.652
H  -2.55  -0.13  -0.52  0.372
H  -4.91  1.40  0.59  0.404
H  -3.68  1.09  1.87  0.304
H  -4.40  -0.25  0.97  0.355
Rh  0.90  -0.11  -0.57  0.929
Cl  1.56  2.11  0.15  -0.822
Cl  0.39  -1.62  -2.29  -0.624
H  4.26  -0.32  -2.14  0.417
H  5.64  0.93  -0.78  0.282
C  3.42  -0.17  -1.46  -1.119
C  4.98  0.94  0.10  -0.861
N  3.96  -0.07  -0.10  0.337
H  2.69  -0.99  -1.57  0.271
C  3.31  -0.58  0.95  0.037
O  2.18  -1.10  0.89  -0.612
H  5.55  0.69  1.01  0.346
H  3.85  -0.52  1.92  0.375
H  2.94  0.79  -1.73  0.450
H  4.53  1.94  0.21  0.277
H  -1.88  -4.68  2.56  0.300
H  -0.27  -6.03  0.52  0.313
C  -2.12  -4.05  1.70  -0.752
C  -0.85  -5.28  -0.03  -1.005
N  -1.05  -4.06  0.73  0.221
H  -2.30  -3.03  2.04  0.110
C  -0.37  -2.94  0.40  -0.125
O  -0.67  -1.79  0.77  -0.025
H  -0.31  -5.02  -0.96  0.344
H  0.48  -3.13  -0.27  0.271
H  -3.02  -4.46  1.23  0.336
H  -1.82  -5.72  -0.28  0.313
N  3.91  1.41  5.07  -0.562
C  2.90  0.91  4.73  0.069
C  1.66  0.34  4.31  0.411
C  1.00  -0.67  5.03  -0.391
C  -0.24  -1.13  4.59  -0.622
C  -0.80  -0.54  3.43  -0.170
N  -0.16  0.41  2.77  -0.202
C  1.03  0.82  3.14  -0.469
H  1.47  -1.10  5.93  0.432
H  -0.79  -1.93  5.09  0.401
H  -1.77  -0.84  3.05  0.345
H  1.50  1.57  2.51  0.652

The spin multiplicity is 5. As for the HOMO energy (spin up / spin down): -7.1 / -8.3 eV. The orbital gap (spin up / spin down) is 7.0 / 8.1 eV. As for the expectation value of S²: 6.027.